Computed, not measured: a structure of composition C30H37N4O4S3V, with ωB97M-V with the def2-TZVPD basis set.

The orbital gap (spin up / spin down) is 5.07 / 5.71 eV. As for the spin multiplicity: 2. For the LUMO energy (spin up / spin down), the calculation gives -10.77 / -10.14 eV. The expectation value of S² is 0.77. Its energy above the lowest of the compared OMol25 structures with the same formula, charge and spin is 82.4 kJ/mol. The charge is +3.

```
79
Properties=species:S:1:pos:R:3:lowdin_spin:R:1
V 1.80308 0.38466 -0.35540 1.117
N 3.20654 1.90204 -0.20703 -0.010
C 2.90629 2.78109 0.97132 0.003
C 2.59341 1.84570 2.11622 0.001
N 1.59821 0.87451 1.61416 -0.015
H 4.12086 1.46238 -0.07178 0.000
H 3.29767 2.45046 -1.06276 0.001
H 2.03777 3.38965 0.71626 0.000
H 3.74412 3.44347 1.18285 0.000
H 2.20893 2.39156 2.97768 -0.001
H 3.48860 1.30774 2.43328 0.000
H 0.57846 1.24747 1.62846 0.000
H 1.56197 0.02236 2.17574 0.003
C 2.48408 -8.06860 0.72997 0.000
C 2.14371 -6.61379 0.65734 -0.002
C 2.38644 -5.77311 1.75121 0.000
C 2.04080 -4.43906 1.71518 -0.001
C 1.45147 -3.93598 0.55228 -0.002
C 1.19863 -4.74470 -0.55738 -0.001
C 1.54681 -6.07821 -0.48975 0.000
S 1.03498 -2.27535 0.49962 0.001
O 0.25283 -1.93872 -0.68155 -0.003
O 0.57534 -1.77831 1.76409 0.004
N 2.45675 -1.37959 0.21151 -0.055
C 3.11462 -1.62934 -1.01445 0.006
C 3.83412 -2.72386 -1.44501 -0.001
C 4.41871 -2.62415 -2.70027 0.003
C 4.28361 -1.46464 -3.46833 -0.001
C 3.56748 -0.40673 -2.96123 -0.001
N 2.99236 -0.50883 -1.74798 -0.010
H 3.33504 -8.24738 1.38438 0.000
H 2.69648 -8.48090 -0.25441 0.000
H 1.63451 -8.62021 1.14047 0.000
H 2.84101 -6.18096 2.64459 0.000
H 2.20791 -3.79946 2.57187 0.000
H 0.72579 -4.33493 -1.43986 0.000
H 1.34642 -6.72442 -1.33455 0.000
H 3.94153 -3.60144 -0.82390 0.000
H 4.99768 -3.45322 -3.08646 0.000
H 4.73946 -1.38838 -4.44483 0.000
H 3.43565 0.51937 -3.50510 0.000
O 0.37032 0.96604 -1.20756 -0.026
S -0.64104 1.00683 -2.44136 -0.004
C -2.09217 0.16884 -1.74049 -0.001
C -2.97960 1.04785 -0.85998 0.000
C -3.69953 0.24569 0.22700 0.000
C -2.81548 -0.29468 1.34453 0.000
S -1.90699 0.90818 2.35704 0.000
O -0.90546 1.58049 1.40931 0.000
C -3.18565 2.09920 2.66700 0.000
C -4.14056 1.76813 3.61965 0.000
C -5.16372 2.66732 3.87776 0.000
C -5.20795 3.88113 3.20317 0.000
C -4.23100 4.20528 2.27117 0.000
C -3.20704 3.31044 1.99440 0.000
C -1.12385 2.70635 -2.50810 -0.001
C -0.74574 3.64028 -1.55939 0.000
C -1.18285 4.94731 -1.72587 0.000
C -1.97799 5.28695 -2.81207 0.000
C -2.34782 4.32817 -3.74944 0.000
C -1.91048 3.02125 -3.61215 0.000
H -1.63945 -0.68251 -1.22415 0.000
H -2.60798 -0.22867 -2.61823 0.000
H -3.72304 1.53546 -1.49100 0.000
H -2.38854 1.83382 -0.39530 0.000
H -4.22683 -0.60122 -0.22019 0.000
H -4.47062 0.88152 0.66423 0.000
H -2.03677 -0.98213 1.00209 0.000
H -3.41910 -0.84694 2.06860 0.000
H -4.08678 0.83184 4.16329 0.000
H -5.91667 2.42674 4.61539 0.000
H -6.00134 4.58416 3.41715 0.000
H -4.26383 5.16047 1.76479 0.000
H -2.42612 3.55356 1.28560 0.000
H -0.17086 3.34882 -0.69006 0.000
H -0.90742 5.70012 -0.99967 0.000
H -2.31116 6.30871 -2.93367 0.000
H -2.96344 4.60110 -4.59524 0.000
H -2.17562 2.27590 -4.35467 0.000
```